42
Properties=species:S:1:pos:R:3:nbo_charge:R:1 method="wB97M-V/def2-TZVPD" e_tot_ev=-53485.9003 gap_ev="6.57 / 5.47" charge=+3 multiplicity=6 relative_energy_kj_mol=131.99
I -3.2257 0.6082 -0.9239 0.455
I 2.1686 0.9243 -0.3588 0.409
Ir -0.6079 0.5668 -0.7053 0.129
P -0.5727 -1.7715 -0.9608 1.078
C -0.8656 -2.7422 0.5340 -0.936
C -1.8792 -2.4174 -2.0741 -0.931
H -1.6547 -3.4696 -2.2881 0.281
H 0.7668 -3.4944 -1.9972 0.287
H -1.8745 -1.8447 -3.0051 0.272
H 1.1684 -1.8571 -2.6516 0.282
H -1.7680 -2.3742 1.0385 0.266
H -2.8521 -2.3233 -1.5840 0.252
C 0.9144 -2.4371 -1.7610 -0.957
H -0.7920 -3.8159 0.3737 0.303
H 1.7643 -2.4079 -1.0930 0.234
H -0.0917 -2.6248 1.2698 0.243
P -0.5972 2.9483 -0.9884 1.059
C -0.8010 3.8768 0.5878 -0.951
C 0.9278 3.6669 -1.7274 -0.942
H -1.9043 3.0578 -3.0127 0.267
H -1.6832 4.6891 -2.3117 0.290
H -2.8764 3.5449 -1.5954 0.254
C -1.9008 3.6364 -2.0834 -0.941
H 1.1614 3.1115 -2.6407 0.266
H 0.7644 4.7212 -1.9822 0.295
H -0.7891 4.9599 0.4057 0.292
H 0.0180 3.6130 1.2692 0.256
H 1.7655 3.5766 -1.0243 0.247
H -1.7583 3.5923 1.0423 0.260
C -0.9274 0.7847 1.0845 0.450
O -1.1800 1.0491 2.1842 -0.463
C 2.3328 -2.1912 3.2976 -0.030
C 1.1359 -1.6208 3.5979 -0.226
C 0.3012 -1.1650 2.5513 -0.135
C 0.9212 -1.0362 1.3050 0.205
C 2.1590 -1.5682 0.9430 -0.516
C 2.8181 -2.1998 1.9759 -0.013
H 2.9426 -2.6371 4.0610 0.281
H 0.7090 -1.6686 4.5925 0.284
H -0.7086 -1.0584 2.9014 0.272
H 2.7838 -1.5740 0.0021 0.301
H 3.7872 -2.6283 1.7514 0.270